{
  "formula": "C3H11NOS2",
  "method": "the ωB97M-V functional and the def2-TZVPD basis",
  "homo_ha": -0.311,
  "smiles": "CSSCCN.O",
  "symbols": ["H", "H", "H", "H", "O", "C", "S", "H", "H", "C", "N", "C", "S", "H", "H", "H", "H", "H"],
  "xyz": [[-0.283, -3.798, -0.515], [-0.981, -0.883, -1.277], [0.740, -1.938, -1.466], [-0.380, -0.937, 1.167], [3.038, 0.701, 2.278], [-1.223, 3.107, -0.567], [0.539, 0.752, -0.128], [-1.798, -2.886, -0.381], [-0.620, 3.409, -1.485], [0.250, -1.128, 0.265], [-0.944, -3.034, -0.857], [-0.261, -1.728, -0.986], [-1.632, 1.295, -0.274], [2.460, -0.028, 2.007], [-0.533, 3.529, 0.208], [1.273, -1.532, 0.556], [2.494, 1.530, 2.355], [-2.140, 3.570, -0.900]],
  "forces_ev_per_a": [[-1.76, 1.56, -0.25], [1.02, -1.90, -1.19], [-1.66, 0.75, -0.96], [0.14, -1.10, -0.70], [-0.45, 0.88, 0.16], [1.72, -0.15, -1.31], [-1.42, -0.77, 0.10], [-0.69, -0.63, 0.89], [-0.33, -1.56, 0.57], [1.69, 2.57, 2.43], [2.35, -0.05, -0.69], [-0.22, -0.73, 0.18], [2.56, 1.23, -0.23], [-0.05, 0.68, 0.15], [-1.61, -0.22, 0.00], [-1.26, 0.54, -0.03], [0.53, -1.56, -0.29], [-0.56, 0.45, 1.18]]
}